A | Entry from the OMol25 dataset: a single C5H12O2 molecule (wB97M-V/def2-TZVPD).

Last columns: bonded neighbours and bond lengths (Å).
Cartesian coordinates (Å):
1 C -1.330 2.243 0.667  C2 1.526, H8 1.094, H9 1.097, H10 1.095
2 C -0.289 1.159 0.931  C1 1.526, C3 1.530, H11 1.098, H12 1.099
3 C -0.355 0.041 -0.111  C2 1.530, O4 1.415, C5 1.536, H13 1.099
4 O -0.212 0.543 -1.426  C3 1.415, H14 0.972
5 C 0.710 -1.042 0.116  C3 1.536, C6 1.521, O7 1.430, H15 1.101
6 C 0.450 -2.274 -0.738  C5 1.521, H16 1.094, H17 1.098, H18 1.095
7 O 1.949 -0.425 -0.241  C5 1.430, H19 0.965
8 H -1.206 2.646 -0.342  C1 1.094
9 H -2.347 1.838 0.740  C1 1.097
10 H -1.244 3.066 1.384  C1 1.095
11 H 0.721 1.588 0.923  C2 1.098
12 H -0.438 0.721 1.928  C2 1.099
13 H -1.348 -0.428 -0.069  C3 1.099
14 H 0.746 0.671 -1.525  O4 0.972
15 H 0.733 -1.316 1.182  C5 1.101
16 H 0.349 -1.980 -1.787  C6 1.094
17 H 1.264 -3.004 -0.643  C6 1.098
18 H -0.476 -2.772 -0.429  C6 1.095
19 H 2.556 -1.113 -0.540  O7 0.965

SMILES ... CC[C@@H](O)[C@@H](C)O


B | Entry from the OMol25 dataset: 2 unconnected molecules or ions with the total composition C5H12O2 (wB97M-V/def2-TZVPD).

Last columns: bonded neighbours and bond lengths (Å).
Cartesian coordinates (Å):
1 O -0.863 -2.274 -0.440  C2 1.189
2 C -1.145 -1.345 -1.127  O1 1.189, C3 1.556, H7 1.152
3 C -0.355 -0.007 -1.049  C2 1.556, C4 1.547, H8 1.156, H9 1.041
4 C 0.872 0.012 -0.107  C3 1.547, C5 1.562, C6 1.474, H10 1.078
5 C 1.862 -1.188 -0.258  C4 1.562, H11 1.103, H12 1.129, H13 1.129
6 C 1.421 1.380 -0.111  C4 1.474, H14 1.067, H15 1.099, H16 1.056
7 H -2.063 -1.384 -1.821  C2 1.152
8 H -0.229 0.149 -2.187  C3 1.156
9 H -1.013 0.766 -0.818  C3 1.041
10 H 0.455 -0.115 0.879  C4 1.078
11 H 2.824 -0.816 -0.647  C5 1.103
12 H 1.430 -1.950 -0.969  C5 1.129
13 H 2.074 -1.750 0.698  C5 1.129
14 H 0.901 1.967 0.613  C6 1.067
15 H 2.372 1.347 0.439  C6 1.099
16 H 1.602 1.776 -1.073  C6 1.056
17 H -0.902 2.752 2.766  O19 1.001
18 H -2.397 2.419 2.975  O19 0.916
19 O -1.759 2.489 2.322  H17 1.001, H18 0.916

SMILES ... CC(C)CC=O.O


C | Entry from the OMol25 dataset: 3 unconnected molecules or ions with the total composition C5H12O2 (wB97M-V/def2-TZVPD).

Last columns: bonded neighbours and bond lengths (Å).
Cartesian coordinates (Å):
1 C 2.369 0.191 1.461  C2 1.479, H8 1.097, H9 1.100, H10 1.104
2 C 1.084 0.713 0.948  C1 1.479, C3 1.490, H11 1.100, H12 1.105
3 C 0.228 -0.048 -0.006  C2 1.490, O4 1.279, C5 1.432
4 O 0.240 -1.296 0.273  C3 1.279
5 C -0.881 0.559 -0.678  C3 1.432, C6 1.473, H15 1.087
6 C -1.341 -0.070 -1.929  C5 1.473, H16 1.100, H17 1.095, H18 1.097
7 O -2.294 -1.027 0.652  H14 1.031, H19 0.984
8 H 2.212 -0.817 1.866  C1 1.097
9 H 3.030 0.054 0.594  C1 1.100
10 H 2.964 0.722 2.225  C1 1.104
11 H 0.447 0.901 1.825  C2 1.100
12 H 1.250 1.730 0.549  C2 1.105
13 H 0.589 0.791 -1.166  no bonds
14 H -1.333 -1.400 0.623  O7 1.031
15 H -1.364 1.487 -0.384  C5 1.087
16 H -0.804 -1.009 -2.127  C6 1.100
17 H -2.406 -0.289 -1.800  C6 1.095
18 H -1.273 0.513 -2.855  C6 1.097
19 H -2.717 -1.702 0.075  O7 0.984


D | Entry from the OMol25 dataset: 2 unconnected molecules or ions with the total composition C5H12O2 (wB97M-V/def2-TZVPD).

Last columns: bonded neighbours and bond lengths (Å).
Cartesian coordinates (Å):
1 C -0.230 0.275 0.680  C2 1.534, C3 1.525, H4 1.096, C13 1.799
2 C 1.150 0.643 1.240  C1 1.534, H6 1.091, H7 1.091, H8 1.089
3 C -1.075 1.539 0.556  C1 1.525, H9 1.090, H10 1.092, H11 1.085
4 H -0.658 -0.455 1.377  C1 1.096
5 H -1.573 -0.720 -0.194  O14 1.113
6 H 1.065 1.175 2.189  C2 1.091
7 H 1.693 1.313 0.572  C2 1.091
8 H 1.790 -0.218 1.420  C2 1.089
9 H -1.158 2.050 1.515  C3 1.090
10 H -2.074 1.305 0.180  C3 1.092
11 H -0.624 2.220 -0.158  C3 1.085
12 C 1.049 -1.565 -0.915  C13 1.502, H17 1.091, H18 1.088, H19 1.090
13 C 0.198 -0.329 -0.960  C1 1.799, C12 1.502, O15 1.197
14 O -1.629 -1.362 -1.101  H5 1.113, H16 0.965
15 O 0.204 0.492 -1.831  C13 1.197
16 H -1.912 -0.782 -1.818  O14 0.965
17 H 1.047 -2.012 -1.910  C12 1.091
18 H 0.660 -2.265 -0.179  C12 1.088
19 H 2.077 -1.304 -0.664  C12 1.090

SMILES ... CC(=O)C(C)C.O


Most stable = A


A | Entry from the OMol25 dataset: 2 unconnected molecules or ions with the total composition C5H12O2 (wB97M-V/def2-TZVPD).

Last columns: bonded neighbours and bond lengths (Å).
Cartesian coordinates (Å):
1 C -1.269 -0.483 1.516  O2 1.417, H8 1.096, H9 1.092, H10 1.100
2 O -0.073 -0.360 0.766  C1 1.417, C3 1.441
3 C -0.163 0.473 -0.406  O2 1.441, C4 1.523, C5 1.525, H11 1.103
4 C -0.765 1.841 -0.112  C3 1.523, H12 1.096, H13 1.094, H14 1.094
5 C 1.253 0.616 -0.954  C3 1.525, H15 1.096, H16 1.094, H17 1.093
6 C 1.757 -2.619 -0.750  O7 1.308, H18 1.130
7 O 0.451 -2.574 -0.704  C6 1.308, H19 0.990
8 H -1.561 0.470 1.971  C1 1.096
9 H -1.066 -1.201 2.315  C1 1.092
10 H -2.099 -0.853 0.896  C1 1.100
11 H -0.800 -0.053 -1.136  C3 1.103
12 H -0.168 2.370 0.639  C4 1.096
13 H -1.802 1.785 0.231  C4 1.094
14 H -0.757 2.430 -1.034  C4 1.094
15 H 1.934 0.885 -0.138  C5 1.096
16 H 1.284 1.413 -1.703  C5 1.094
17 H 1.617 -0.300 -1.427  C5 1.093
18 H 2.107 -1.920 0.067  C6 1.130
19 H 0.119 -1.920 -0.038  O7 0.990


B | Entry from the OMol25 dataset: a single C5H12O2 molecule (wB97M-V/def2-TZVPD).

Last columns: bonded neighbours and bond lengths (Å).
Cartesian coordinates (Å):
1 C 1.248 -0.698 -1.613  O2 1.423, H8 1.098, H9 1.097, H10 1.098
2 O 1.109 -0.008 -0.377  C1 1.423, C3 1.452
3 C 0.090 -0.477 0.545  O2 1.452, C4 1.534, C5 1.537, H11 1.099
4 C 0.740 -0.787 1.899  C3 1.534, H12 1.097, H13 1.091, H14 1.095
5 C -1.046 0.546 0.697  C3 1.537, C6 1.525, H15 1.099, H16 1.100
6 C -1.502 1.126 -0.637  C5 1.525, O7 1.409, H17 1.105, H18 1.096
7 O -0.495 1.936 -1.199  C6 1.409, H19 0.975
8 H 1.853 -1.608 -1.510  C1 1.098
9 H 1.760 -0.030 -2.316  C1 1.097
10 H 0.279 -0.963 -2.055  C1 1.098
11 H -0.344 -1.389 0.113  C3 1.099
12 H 0.545 0.000 2.637  C4 1.097
13 H 1.820 -0.849 1.756  C4 1.091
14 H 0.386 -1.732 2.322  C4 1.095
15 H -0.738 1.379 1.344  C5 1.099
16 H -1.861 0.026 1.220  C5 1.100
17 H -1.791 0.306 -1.320  C6 1.105
18 H -2.391 1.754 -0.505  C6 1.096
19 H 0.337 1.468 -1.000  O7 0.975

SMILES ... CO[C@@H](C)CCO


Most stable = B


A | Entry from the OMol25 dataset: 3 unconnected molecules or ions with the total composition C5H12O2 (wB97M-V/def2-TZVPD).

Last columns: bonded neighbours and bond lengths (Å).
Cartesian coordinates (Å):
1 C -2.928 0.158 0.837  C2 1.534, H8 1.094, H9 1.095, H10 1.095
2 C -1.615 -0.585 0.562  C1 1.534, C3 1.502, H11 1.099, H12 1.094
3 C -0.458 0.372 0.624  C2 1.502, O4 1.214, H13 1.109
4 O 0.389 0.348 1.493  C3 1.214
5 C 1.527 -1.312 -1.381  C6 1.329, H15 1.087, H16 1.089
6 C 2.610 -0.636 -1.012  C5 1.329, H17 1.089, H18 1.087
7 O 1.835 2.330 0.091  H14 0.972, H19 0.965
8 H -3.778 -0.530 0.790  C1 1.094
9 H -2.913 0.615 1.831  C1 1.095
10 H -3.095 0.952 0.100  C1 1.095
11 H -1.641 -1.028 -0.443  C2 1.099
12 H -1.445 -1.381 1.293  C2 1.094
13 H -0.412 1.148 -0.168  C3 1.109
14 H 1.562 1.722 0.798  O7 0.972
15 H 1.166 -1.302 -2.407  C5 1.087
16 H 0.961 -1.909 -0.668  C5 1.089
17 H 3.194 -0.055 -1.725  C6 1.089
18 H 2.964 -0.646 0.016  C6 1.087
19 H 2.077 1.739 -0.631  O7 0.965

SMILES ... CCC=O.C=C.O


B | Entry from the OMol25 dataset: 2 unconnected molecules or ions with the total composition C5H12O2 (wB97M-V/def2-TZVPD).

Last columns: bonded neighbours and bond lengths (Å).
Cartesian coordinates (Å):
1 C 0.801 0.945 -1.893  O2 1.455, C3 1.493, H7 1.089, H8 1.091
2 O 1.181 2.295 -1.505  C1 1.455, H9 0.946
3 C 0.688 0.066 -0.692  C1 1.493, C4 1.522, H10 1.092, H11 1.101
4 C -0.305 0.598 0.332  C3 1.522, C5 1.519, H12 1.094, H13 1.089
5 C -0.551 -0.217 1.590  C4 1.519, C6 1.331, H14 1.086
6 C -0.869 0.366 2.744  C5 1.331, H15 1.083, H16 1.077
7 H -0.133 1.140 -2.418  C1 1.089
8 H 1.557 0.628 -2.612  C1 1.091
9 H 2.106 2.479 -1.582  O2 0.946
10 H 1.671 -0.137 -0.262  C3 1.092
11 H 0.286 -0.912 -0.999  C3 1.101
12 H 0.014 1.606 0.612  C4 1.094
13 H -1.287 0.696 -0.130  C4 1.089
14 H -0.902 -1.215 1.344  C5 1.086
15 H -1.093 -0.238 3.614  C6 1.083
16 H -0.670 1.414 2.896  C6 1.077
17 H -1.142 -3.917 0.588  O19 0.958
18 H -0.690 -3.828 -0.857  O19 0.974
19 O -0.949 -3.276 -0.097  H17 0.958, H18 0.974

SMILES ... C=CCCCO.O


C | Entry from the OMol25 dataset: 2 unconnected molecules or ions with the total composition C5H12O2 (wB97M-V/def2-TZVPD).

Last columns: bonded neighbours and bond lengths (Å).
Cartesian coordinates (Å):
1 C -2.372 -0.447 1.818  C2 1.329, H8 1.088, H10 1.087
2 C -2.467 0.114 0.617  C1 1.329, H11 1.087, H12 1.087
3 C 0.662 -0.612 0.253  O4 1.409, C5 1.536, H13 1.104, H14 1.090
4 O -0.131 -1.775 0.311  C3 1.409, H9 0.963
5 C 0.522 0.243 -1.015  C3 1.536, C6 1.522, H15 1.099, H16 1.095
6 C 1.804 1.044 -1.193  C5 1.522, O7 1.418, H17 1.104, H18 1.100
7 O 2.865 0.117 -1.352  C6 1.418, H19 0.963
8 H -2.839 -1.405 2.039  C1 1.088
9 H -0.943 -1.548 0.778  O4 0.963
10 H -1.784 0.005 2.613  C1 1.087
11 H -1.988 1.063 0.394  C2 1.087
12 H -2.978 -0.373 -0.210  C2 1.087
13 H 0.508 0.034 1.135  C3 1.104
14 H 1.695 -0.960 0.272  C3 1.090
15 H -0.326 0.941 -0.983  C5 1.099
16 H 0.372 -0.407 -1.884  C5 1.095
17 H 1.961 1.676 -0.302  C6 1.104
18 H 1.736 1.712 -2.064  C6 1.100
19 H 3.701 0.577 -1.226  O7 0.963

SMILES ... OCCCO.C=C


D | Entry from the OMol25 dataset: a single C5H12O2 molecule (wB97M-V/def2-TZVPD).

Last columns: bonded neighbours and bond lengths (Å).
Cartesian coordinates (Å):
1 C -1.724 1.834 -0.611  C2 1.525, H8 1.095, H9 1.093, H10 1.097
2 C -1.126 0.433 -0.686  C1 1.525, C3 1.523, H11 1.098, H12 1.099
3 C 0.346 0.384 -0.294  C2 1.523, O4 1.435, C5 1.551, H13 1.101
4 O 0.417 0.855 1.061  C3 1.435, H14 0.965
5 C 0.947 -1.036 -0.459  C3 1.551, C6 1.527, H15 1.098, H16 1.096
6 C 1.300 -1.711 0.864  C5 1.527, O7 1.408, H17 1.104, H18 1.095
7 O 0.186 -1.840 1.716  C6 1.408, H19 0.970
8 H -2.774 1.830 -0.922  C1 1.095
9 H -1.667 2.225 0.408  C1 1.093
10 H -1.183 2.525 -1.269  C1 1.097
11 H -1.214 0.036 -1.705  C2 1.098
12 H -1.671 -0.260 -0.031  C2 1.099
13 H 0.895 1.094 -0.930  C3 1.101
14 H 1.336 1.073 1.260  O4 0.965
15 H 1.846 -0.999 -1.089  C5 1.098
16 H 0.222 -1.675 -0.976  C5 1.096
17 H 2.121 -1.166 1.361  C6 1.104
18 H 1.670 -2.722 0.668  C6 1.095
19 H -0.069 -0.928 1.928  O7 0.970

SMILES ... CC[C@@H](O)CCO


Most stable = D